<1>
Entry from OMol25: a 2-piece molecular cluster, C5H10O2 overall (the ωB97M-V functional and the def2-TZVPD basis).

```
17
Properties=species:S:1:pos:R:3:mulliken_charge:R:1
C 0.513 0.643 -1.560 -0.71
C 0.611 -0.654 -1.287 -0.09
C 1.572 -1.196 -0.253 -0.51
C 0.805 -1.344 1.042 0.03
O 0.678 -0.454 1.853 -0.53
H -0.242 1.029 -2.238 0.29
H 1.161 1.379 -1.091 0.19
H -0.070 -1.369 -1.748 0.34
H 1.983 -2.167 -0.555 0.32
H 2.391 -0.488 -0.090 0.30
H 0.300 -2.319 1.204 0.35
C -1.953 1.100 0.698 -0.55
O -0.754 1.830 0.792 -0.49
H -2.629 1.664 0.048 0.25
H -2.442 0.969 1.675 0.28
H -1.808 0.104 0.249 0.20
H -0.115 1.272 1.262 0.35
```

## Properties
SMILES = C=CCC=O.CO
Frontier orbital gap = 10.21 eV
Multiplicity = 1
E_LUMO = 0.0210 hartree

---

<2>
Entry from OMol25: C5H10O2 in the gas phase (the ωB97M-V functional and the def2-TZVPD basis).

```
17
Properties=species:S:1:pos:R:3:mulliken_charge:R:1
C -2.413 0.396 -0.291 -1.30
C -1.234 -0.530 -0.099 0.40
O -0.797 -0.531 1.256 -0.36
C 0.564 -0.143 1.274 -0.51
C 1.024 -0.417 -0.154 0.51
C 2.181 0.418 -0.655 -1.44
O -0.152 -0.091 -0.882 -0.39
H -2.153 1.393 0.076 0.29
H -2.673 0.461 -1.352 0.33
H -3.278 0.024 0.264 0.34
H -1.492 -1.570 -0.363 0.23
H 0.663 0.928 1.511 0.29
H 1.096 -0.729 2.029 0.29
H 1.244 -1.492 -0.268 0.26
H 2.365 0.214 -1.713 0.34
H 3.092 0.182 -0.095 0.37
H 1.961 1.484 -0.540 0.34
```

## Properties
SMILES = C[C@@H]1OC[C@H](C)O1
Frontier orbital gap = 10.85 eV
Multiplicity = 1
E_LUMO = 0.0410 hartree

---

Preferred: <2>; penalty for the next structure: 121.4 kJ/mol.

---

<1>
Entry from OMol25: an isolated ion of composition C4H11N2 and charge +1 (the ωB97M-V functional and the def2-TZVPD basis).

```
17
Properties=species:S:1:pos:R:3:mulliken_charge:R:1
C -2.028 0.281 1.443 -0.33
N -0.814 0.533 1.045 -0.43
C 0.111 -0.671 1.046 -0.48
C 1.237 -0.789 -0.035 -0.88
C 0.853 -0.404 -1.611 -0.48
N 0.449 1.064 -1.593 -0.14
H -2.380 -0.503 2.141 0.25
H -2.748 1.142 1.645 0.25
H -0.544 -1.576 1.226 0.43
H 0.611 -0.695 1.945 0.42
H 1.451 -1.962 0.055 0.34
H 2.256 -0.330 0.094 0.38
H 0.070 -1.165 -1.831 0.31
H 1.782 -0.671 -2.195 0.33
H -0.328 1.268 -2.206 0.34
H 0.231 0.992 -0.551 0.31
H 1.121 1.818 -1.547 0.39
```

## Properties
SMILES = C=NCCC[NH3+]
Frontier orbital gap = 10.99 eV
Multiplicity = 1
E_LUMO = -0.1176 hartree
Charge = +1

---

<2>
Entry from OMol25: a 2-piece molecular cluster, C4H11N2 overall (the ωB97M-V functional and the def2-TZVPD basis).

```
17
Properties=species:S:1:pos:R:3:mulliken_charge:R:1
C -0.109 1.251 0.541 -0.66
C -1.048 0.380 1.454 -0.59
C -0.738 0.028 -0.009 1.06
C -1.905 0.166 -1.018 -1.32
N 0.076 -1.004 -0.197 -0.20
N 3.051 -0.602 -0.383 -0.66
H 0.950 1.286 0.771 0.30
H -0.529 2.097 0.008 0.27
H -0.421 -0.147 2.168 0.30
H -1.904 0.767 1.991 0.31
H -2.682 -0.559 -0.846 0.38
H -1.510 0.021 -2.011 0.40
H 2.327 -1.000 -0.969 0.20
H -0.368 -1.896 0.082 0.33
H 3.890 -0.605 -0.960 0.27
H 3.284 -1.329 0.294 0.23
H -2.364 1.146 -0.915 0.38
```

## Properties
Frontier orbital gap = 4.78 eV
Multiplicity = 1
E_LUMO = -0.3237 hartree
Charge = +1

---

Preferred: <1>; penalty for the next structure: 303.4 kJ/mol.

---

<1>
Entry from OMol25: an isolated ion of composition C4H11N2 and charge +1 (the ωB97M-V functional and the def2-TZVPD basis).

```
17
Properties=species:S:1:pos:R:3:mulliken_charge:R:1
C -0.859 0.106 -1.932 -1.27
C 0.071 0.803 -0.942 -0.20
C -0.528 0.940 0.449 -0.67
N -0.536 -0.313 1.229 -0.09
C 0.438 -1.111 1.551 0.08
N 1.700 -0.922 1.233 -0.27
H -1.740 0.709 -2.144 0.35
H -1.135 -0.879 -1.567 0.32
H -0.390 0.002 -2.909 0.36
H 1.020 0.261 -0.924 0.18
H 0.372 1.794 -1.294 0.35
H -0.029 1.708 1.041 0.31
H -1.574 1.213 0.355 0.42
H -1.387 -0.497 1.746 0.25
H 0.216 -2.047 2.036 0.38
H 2.384 -1.645 1.388 0.26
H 1.976 -0.122 0.686 0.25
```

## Properties
SMILES = CCC/[NH+]=C\N
Frontier orbital gap = 11.88 eV
Multiplicity = 1
E_LUMO = -0.1268 hartree
Charge = +1

---

<2>
Entry from OMol25: a 2-piece molecular cluster, C4H11N2 overall (the ωB97M-V functional and the def2-TZVPD basis).

```
17
Properties=species:S:1:pos:R:3:mulliken_charge:R:1
C -1.828 1.074 2.364 -0.12
C 0.145 -1.354 0.559 -1.32
C 1.977 -0.139 -2.404 -0.89
C 1.009 -0.695 -0.226 0.29
N -2.591 1.625 1.437 -0.18
N 1.069 -0.755 -1.597 -0.22
H -1.143 1.756 3.094 0.30
H -0.704 -1.861 0.260 0.37
H 0.476 -1.394 1.563 0.33
H -2.338 0.195 2.839 0.29
H 1.640 -0.063 -3.402 0.34
H 2.092 0.880 -2.055 0.31
H 2.939 -0.757 -2.359 0.29
H 1.942 -0.294 0.129 0.37
H -2.163 2.373 0.965 0.30
H 0.404 -1.461 -2.089 0.25
H -2.926 0.870 0.922 0.31
```

## Properties
Frontier orbital gap = 4.83 eV
Multiplicity = 1
E_LUMO = -0.2298 hartree
Charge = +1

---

Preferred: <1>; penalty for the next structure: 405.9 kJ/mol.

---

<1>
Entry from OMol25: C4H11N2 as an isolated structure (the ωB97M-V functional and the def2-TZVPD basis).

```
17
Properties=species:S:1:pos:R:3:mulliken_charge:R:1
C -2.493 -0.623 -0.095 -0.18
C 2.229 0.232 -0.308 -0.90
C -1.137 1.197 0.303 -0.82
C 0.232 -1.310 0.037 -0.36
N 1.392 -0.707 0.385 -0.17
N -1.278 -0.216 -0.018 0.01
H -3.279 -0.023 -0.028 0.28
H -2.550 -1.623 -0.361 0.28
H 2.179 1.153 0.184 0.36
H 3.335 0.080 -0.126 0.27
H 1.888 0.179 -1.296 0.37
H -1.003 1.206 1.355 0.39
H -0.120 1.716 -0.078 0.20
H -2.084 1.849 -0.053 0.30
H 0.284 -1.604 -1.046 0.30
H 1.741 -0.633 1.298 0.22
H -0.055 -1.946 0.745 0.44
```

## Properties
Frontier orbital gap = 10.18 eV
Multiplicity = 1
E_LUMO = -0.1450 hartree
Charge = +1

---

<2>
Entry from OMol25: C4H11N2 as an isolated structure (the ωB97M-V functional and the def2-TZVPD basis).

```
17
Properties=species:S:1:pos:R:3:mulliken_charge:R:1
C -1.699 -0.789 -1.243 -0.81
C 1.868 0.133 0.581 -0.59
C -1.973 -0.528 0.045 -0.03
C -0.264 1.326 0.276 -0.74
N 2.104 -0.912 -0.209 -0.31
N -1.149 0.338 0.755 -0.12
H -0.904 -0.439 -1.918 0.28
H -2.473 -1.363 -1.757 0.25
H 2.718 0.876 0.529 0.36
H -2.580 -1.147 0.614 0.37
H -0.465 1.702 -0.737 0.43
H -0.181 2.205 0.940 0.43
H 0.872 0.939 0.207 0.32
H 2.821 -0.926 -1.008 0.30
H 1.218 -1.530 -0.344 0.30
H -1.339 0.179 1.710 0.24
H 1.424 -0.065 1.560 0.35
```

## Properties
Frontier orbital gap (alpha / beta) = 7.54 / 7.54 eV
Multiplicity = 1
E_LUMO (alpha / beta) = -0.1847 / -0.1847 hartree
Charge = +1

---

<3>
Entry from OMol25: a 2-piece molecular cluster, C4H11N2 overall (the ωB97M-V functional and the def2-TZVPD basis).

```
17
Properties=species:S:1:pos:R:3:mulliken_charge:R:1
C 0.487 0.812 -0.121 -0.46
C -0.957 1.297 0.410 -0.66
C 0.306 -0.478 -0.641 0.61
C -1.201 -0.786 -0.975 -0.46
N 1.335 -1.311 -0.537 -0.30
N -1.701 0.103 0.095 -0.37
H 0.993 1.624 -0.605 0.39
H 0.975 0.705 0.877 0.20
H -0.981 1.429 1.538 0.30
H -1.336 2.177 -0.072 0.33
H 1.757 -0.152 1.561 -0.43
H -1.453 -1.912 -1.091 0.35
H 2.311 -0.248 2.059 0.37
H -1.340 -0.483 -1.946 0.34
H 2.090 -0.842 -0.080 0.30
H 1.343 -2.327 -0.447 0.26
H -2.628 0.392 -0.026 0.25
```

## Properties
Frontier orbital gap = 8.50 eV
Multiplicity = 1
E_LUMO = -0.1816 hartree
Charge = +1

---

Preferred: <1>; penalty for the next structure: 27.7 kJ/mol.